[1]
The following is a DFT calculation (wB97M-V/def2-TZVPD) of Cl5N3P2S as an isolated structure in a non-equilibrium geometry.

Cartesian coordinates (Å):
Cl  -1.981  0.698  1.484
Cl  -2.089  0.551  -1.676
Cl  1.986  -2.403  0.847
Cl  -3.255  -1.818  0.064
Cl  1.724  -0.796  -1.823
S  1.052  2.039  0.561
P  -1.776  -0.540  -0.056
P  1.087  -0.854  0.062
N  -0.468  -1.408  -0.048
N  1.403  0.415  0.924
N  0.345  2.221  -0.687

Output
highest occupied orbital energy (spin up / spin down) = -6.81 / -9.75 eV
frontier orbital gap (spin up / spin down) = 6.5 / 8.0 eV
relative energy (zero: lowest compared OMol25 entry of this formula, charge and spin) = 0.000 eV
<S²> = 2.01
multiplicity = 3
charge = 0
DFT total energy = -3546.14566 a.u.

[2]
The following is a DFT calculation (wB97M-V/def2-TZVPD) of an isolated ion of composition Cl6NP2 and charge +1 in a non-equilibrium geometry.

Cartesian coordinates (Å):
Cl  2.374  -0.886  0.775
Cl  1.990  0.601  -2.054
Cl  -0.802  -0.027  2.642
Cl  -1.175  2.581  0.600
Cl  -3.053  0.067  0.475
Cl  0.892  -2.250  -1.935
P  -1.190  0.524  0.741
P  1.213  -0.589  -0.812
N  -0.249  -0.021  -0.433

Output
highest occupied orbital energy = -15.17 eV
structure (SMILES) = ClP(Cl)(Cl)=[N+]=P(Cl)(Cl)Cl
frontier orbital gap = 10.7 eV
relative energy (zero: lowest compared OMol25 entry of this formula, charge and spin) = 0.000 eV
multiplicity = 1
charge = +1
DFT total energy = -3498.51354 a.u.

[3]
The following is a DFT calculation (wB97M-V/def2-TZVPD) of ClCu5O12P2Pb as an isolated structure in a non-equilibrium geometry.

Cartesian coordinates (Å):
Pb  0.929  -1.085  -1.216
Cu  -1.153  4.586  -0.209
Cu  -3.131  1.460  3.150
Cu  1.924  -1.160  3.009
Cu  -1.274  -0.496  2.137
Cu  0.020  1.600  4.713
Cl  0.425  1.716  1.161
P  -0.563  -3.222  0.227
P  0.606  0.547  -3.755
O  -0.268  -1.839  0.906
O  -0.142  0.841  0.180
O  1.495  1.158  1.961
O  -1.970  -3.316  -0.418
O  1.274  1.734  -4.462
O  -0.427  0.600  -2.658
O  2.011  0.143  -3.122
O  -0.626  2.040  2.112
O  -1.150  -4.198  1.272
O  0.603  -3.416  -0.728
O  0.521  -0.596  -4.762
O  0.897  2.903  0.501

Output
highest occupied orbital energy = -5.87 eV
frontier orbital gap = 2.0 eV
multiplicity = 1
charge = 0
DFT total energy = -10440.35569 a.u.

[4]
The following is a DFT calculation (wB97M-V/def2-TZVPD) of an isolated ion of composition ClF2OS and charge +1 in a non-equilibrium geometry.

Cartesian coordinates (Å):
Cl  -0.157  1.986  -0.583
S  -0.065  0.145  -0.037
F  0.932  0.162  1.163
F  0.777  -0.551  -1.053
O  -1.332  -0.458  0.126

Output
highest occupied orbital energy = -19.46 eV
frontier orbital gap = 12.6 eV
relative energy (zero: lowest compared OMol25 entry of this formula, charge and spin) = 0.000 eV
multiplicity = 1
charge = +1
DFT total energy = -1132.96029 a.u.

[5]
The following is a DFT calculation (wB97M-V/def2-TZVPD) of a 2-piece molecular cluster, ClFIP overall in a non-equilibrium geometry.

Cartesian coordinates (Å):
I  1.147  -3.041  3.376
Cl  0.538  0.118  -1.819
P  -1.116  0.768  -1.123
F  -0.570  2.155  -0.434

Output
highest occupied orbital energy (spin up / spin down) = -10.40 / -8.23 eV
frontier orbital gap (spin up / spin down) = 9.5 / 4.9 eV
relative energy (zero: lowest compared OMol25 entry of this formula, charge and spin) = 2.045 eV
multiplicity = 1
charge = 0
DFT total energy = -1199.08690 a.u.

[6]
The following is a DFT calculation (wB97M-V/def2-TZVPD) of a single ClFIPS molecule in a non-equilibrium geometry.

Cartesian coordinates (Å):
I  1.424  -0.472  -0.496
Cl  -1.621  1.249  0.800
S  3.237  0.213  0.893
P  -1.334  -0.583  0.203
F  -1.706  -0.408  -1.400

Output
highest occupied orbital energy (spin up / spin down) = -8.30 / -8.26 eV
frontier orbital gap (spin up / spin down) = 6.0 / 5.9 eV
relative energy (zero: lowest compared OMol25 entry of this formula, charge and spin) = 2.976 eV
multiplicity = 1
charge = 0
DFT total energy = -1597.27299 a.u.

[7]
The following is a DFT calculation (wB97M-V/def2-TZVPD) of a 6-piece molecular cluster, ClH10O5 overall in a non-equilibrium geometry.

Cartesian coordinates (Å):
Cl  -0.264  0.656  0.264
O  2.728  1.270  -0.295
O  0.840  -1.303  -2.103
O  0.426  -2.073  1.751
O  -1.102  1.267  -2.655
O  -2.294  0.298  2.727
H  -0.407  -2.257  2.167
H  -1.641  0.636  2.094
H  -0.841  1.364  -1.736
H  -1.688  0.466  -2.569
H  2.648  0.367  -0.500
H  0.564  -1.022  -1.257
H  0.358  -1.243  1.285
H  -1.916  0.557  3.621
H  0.794  -0.461  -2.535
H  1.789  1.484  -0.252

Output
highest occupied orbital energy = -6.22 eV
frontier orbital gap = 9.8 eV
relative energy (zero: lowest compared OMol25 entry of this formula, charge and spin) = 0.118 eV
multiplicity = 1
charge = -1
DFT total energy = -842.51240 a.u.

[8]
The following is a DFT calculation (wB97M-V/def2-TZVPD) of ClH12NaO6 as an isolated structure.

Cartesian coordinates (Å):
Cl  -2.716  3.131  -4.356
Na  -0.003  1.500  -0.224
O  1.031  -4.491  -2.230
O  -3.016  2.536  3.058
O  2.943  -0.152  -3.312
O  1.357  -2.402  2.237
O  -4.922  -0.490  -0.867
O  3.778  3.206  2.327
H  4.687  2.921  2.422
H  -4.820  0.044  -1.656
H  -3.001  2.248  3.971
H  -5.643  -0.079  -0.391
H  1.227  -2.156  3.153
H  1.323  -3.358  2.237
H  -3.935  2.465  2.799
H  3.371  -1.008  -3.280
H  2.966  0.094  -4.236
H  1.102  -3.738  -1.643
H  3.665  3.874  3.004
H  0.605  -4.144  -3.014

Output
highest occupied orbital energy = -6.19 eV
frontier orbital gap = 3.9 eV
relative energy (zero: lowest compared OMol25 entry of this formula, charge and spin) = 4.342 eV
multiplicity = 1
charge = 0
DFT total energy = -1081.06644 a.u.

[9]
The following is a DFT calculation (wB97M-V/def2-TZVPD) of a 8-piece molecular cluster, ClH14O7 overall.

Cartesian coordinates (Å):
Cl  -0.246  -0.002  0.178
O  -1.749  -0.439  3.087
O  1.833  -2.367  -1.361
O  -0.772  0.179  -3.169
O  2.361  1.570  -0.936
O  2.410  0.434  2.573
O  -2.399  -2.276  -0.589
O  -1.291  2.959  1.091
H  1.358  -1.573  -1.083
H  1.662  0.508  1.968
H  -2.542  -0.955  2.921
H  2.867  -0.355  2.269
H  -2.930  -1.804  -1.236
H  -1.321  -0.384  2.219
H  1.973  1.757  -1.796
H  -0.368  -0.083  -2.330
H  -0.990  2.099  0.757
H  1.598  1.303  -0.399
H  -0.881  3.596  0.501
H  -1.517  -0.419  -3.261
H  2.753  -2.157  -1.178
H  -1.811  -1.591  -0.228

Output
highest occupied orbital energy = -6.88 eV
frontier orbital gap = 10.1 eV
relative energy (zero: lowest compared OMol25 entry of this formula, charge and spin) = 0.288 eV
multiplicity = 1
charge = -1
DFT total energy = -995.40143 a.u.

[10]
The following is a DFT calculation (wB97M-V/def2-TZVPD) of a 10-piece molecular cluster, ClH18O13 overall in a non-equilibrium geometry.

Cartesian coordinates (Å):
Cl  24.813  -8.008  5.381
O  22.856  -7.398  8.404
O  23.330  -8.028  5.139
O  25.243  -6.592  5.416
O  23.041  -10.525  6.786
O  22.175  -5.508  6.121
O  25.435  -8.661  4.187
O  23.296  -4.940  3.582
O  24.771  -9.503  1.857
O  25.056  -8.732  6.647
O  25.750  -5.717  2.921
O  22.513  -7.593  2.639
O  24.350  -5.101  8.236
O  20.892  -8.646  7.186
H  24.979  -5.227  7.538
H  23.548  -8.050  8.225
H  23.937  -5.922  8.176
H  23.550  -4.022  3.734
H  22.531  -6.276  6.570
H  25.928  -6.067  3.802
H  21.693  -8.928  6.786
H  25.133  -9.057  2.611
H  23.838  -10.006  6.799
H  21.260  -7.973  7.823
H  22.689  -7.947  3.502
H  22.317  -5.637  5.220
H  25.491  -6.459  2.372
H  22.775  -10.649  5.871
H  22.640  -7.169  9.337
H  24.087  -5.345  3.309
H  25.212  -9.410  1.035
H  21.560  -7.486  2.661

Output
highest occupied orbital energy = -6.95 eV
frontier orbital gap = 9.8 eV
relative energy (zero: lowest compared OMol25 entry of this formula, charge and spin) = 1.535 eV
multiplicity = 1
charge = -1
DFT total energy = -1448.91986 a.u.

[11]
The following is a DFT calculation (wB97M-V/def2-TZVPD) of a 12-piece molecular cluster, ClH22O15 overall in a non-equilibrium geometry.

Cartesian coordinates (Å):
Cl  -0.264  0.028  0.650
O  0.451  3.314  0.770
O  -1.017  0.686  1.786
O  -0.364  2.936  -2.116
O  -3.137  1.342  -0.462
O  2.751  -2.189  2.294
O  -0.644  0.633  -0.666
O  3.788  0.245  0.499
O  -0.578  -1.455  0.577
O  -2.524  -1.371  -1.459
O  0.819  -0.816  3.569
O  1.888  -0.262  -1.809
O  -0.300  -0.210  -3.498
O  0.161  -2.734  -2.165
O  1.233  0.174  0.876
O  -3.133  -0.986  1.570
H  -3.885  -0.440  1.257
H  0.511  -0.346  2.796
H  -0.142  -1.833  -2.321
H  2.008  -1.627  2.530
H  -0.166  3.282  -1.226
H  -1.179  0.105  -3.192
H  1.404  3.535  0.645
H  2.243  -0.851  -1.187
H  -1.879  -1.194  -0.833
H  -0.497  -0.602  -4.338
H  1.490  -0.201  3.949
H  4.180  0.544  1.288
H  -3.208  -1.834  -0.992
H  0.940  -0.218  -1.578
H  0.687  -2.532  -1.423
H  2.857  0.323  0.740
H  0.480  2.939  1.633
H  -2.293  1.359  0.010
H  3.497  -1.841  2.679
H  -0.643  2.053  -1.962
H  -3.015  0.504  -0.954
H  -2.519  -0.461  2.063

Output
highest occupied orbital energy = -7.26 eV
frontier orbital gap = 9.6 eV
relative energy (zero: lowest compared OMol25 entry of this formula, charge and spin) = 2.139 eV
multiplicity = 1
charge = -1
DFT total energy = -1601.76962 a.u.

[12]
The following is a DFT calculation (wB97M-V/def2-TZVPD) of a 2-piece molecular cluster, ClH2N2O overall in a non-equilibrium geometry.

Cartesian coordinates (Å):
Cl  1.814  0.657  0.209
O  0.720  -1.788  -0.423
N  -1.325  0.272  0.407
N  0.538  -0.563  -0.597
H  -1.212  0.702  -0.525
H  -0.535  0.722  0.930

Output
highest occupied orbital energy (spin up / spin down) = -2.84 / -3.93 eV
frontier orbital gap (spin up / spin down) = 7.2 / 8.5 eV
relative energy (zero: lowest compared OMol25 entry of this formula, charge and spin) = 5.889 eV
multiplicity = 1
charge = -1
DFT total energy = -646.04437 a.u.